Entry 1:
DFT (wB97M-V/def2-TZVPD) results for a single C5H7NO molecule.

Its total energy is -324.69003 hartree. For the LUMO energy, the calculation gives 0.841 eV. The energy relative to the best compared isomer or geometry (same formula, charge and spin) comes out at 0.937 eV. The spin multiplicity is 1. The max |F| comes out at 0.59 eV/Å.

```
14
C5H7NO, DFT wB97M-V/def2-TZVPD
H -0.21 1.58 1.70
C -0.30 1.13 0.72
H -1.15 2.64 -0.64
C -0.82 1.63 -0.44
H 0.11 -1.43 2.23
O 0.34 -1.53 -1.48
N 0.11 -0.18 0.50
C -0.79 0.59 -1.40
C 0.79 -1.03 1.47
H 0.49 -1.16 -2.36
C -0.16 -0.46 -0.81
H -1.23 0.51 -2.39
H 1.56 -0.43 1.97
H 1.26 -1.86 0.94
```

Entry 2:
DFT (wB97M-V/def2-TZVPD) results for a single C5H7NO molecule.

Its total energy is -324.54825 hartree. For the LUMO energy, the calculation gives 0.469 eV. The energy relative to the best compared isomer or geometry (same formula, charge and spin) comes out at 4.795 eV. The spin multiplicity is 1. The max |F| comes out at 2.82 eV/Å.

```
14
C5H7NO, DFT wB97M-V/def2-TZVPD
H 1.63 0.57 2.09
O 0.69 -1.59 -1.27
C -1.06 0.55 0.63
C 0.35 0.20 0.39
H 2.45 0.11 0.58
H -0.42 1.94 -0.62
H -2.08 0.39 0.86
N -0.21 1.58 0.31
C -1.31 -0.46 -1.28
H 1.60 -1.12 1.52
C 0.07 -0.64 -0.85
H -1.47 0.02 -2.26
H -1.78 -1.47 -1.30
C 1.57 -0.07 1.21
```

Entry 3:
DFT (wB97M-V/def2-TZVPD) results for a molecular structure, C5H7NO.

Its total energy is -324.60346 hartree. For the LUMO energy, the calculation gives 1.000 eV. The energy relative to the best compared isomer or geometry (same formula, charge and spin) comes out at 3.293 eV. The spin multiplicity is 1. The max |F| comes out at 2.68 eV/Å.

```
14
C5H7NO, DFT wB97M-V/def2-TZVPD
C -0.27 -0.65 0.92
C -1.39 0.15 0.46
N -2.60 0.36 0.68
H 0.95 1.16 1.10
H 1.75 -0.38 1.68
H -3.09 0.69 -0.16
C 1.03 0.09 1.02
C 0.94 -0.53 -0.30
C 0.43 0.32 -1.40
H -0.45 -1.61 1.43
H 1.42 0.83 -1.56
O -0.64 1.06 -0.89
H 1.69 -1.26 -0.63
H 0.24 -0.22 -2.35
```

Entry 4:
DFT (wB97M-V/def2-TZVPD) results for a molecular structure, C5H7NO.

Its total energy is -324.65252 hartree. For the LUMO energy, the calculation gives 0.431 eV. The energy relative to the best compared isomer or geometry (same formula, charge and spin) comes out at 1.958 eV. The spin multiplicity is 1. The max |F| comes out at 3.52 eV/Å.

```
14
C5H7NO, DFT wB97M-V/def2-TZVPD
H -0.17 1.52 1.12
C 0.52 1.51 0.27
H -0.92 1.09 -1.31
C -0.50 -0.76 -0.73
H -1.43 -0.37 1.27
C 0.69 -1.42 0.75
N 1.79 -1.78 0.90
H 1.50 1.18 0.62
H 0.75 0.64 -1.71
C -0.88 -1.15 0.66
H 0.63 2.55 -0.07
O -0.56 -1.57 -1.61
H -1.42 -2.10 0.73
C 0.01 0.66 -0.90
```

Entry 5:
DFT (wB97M-V/def2-TZVPD) results for a single C5H7NO molecule.

Its total energy is -324.60501 hartree. For the LUMO energy, the calculation gives 0.171 eV. The energy relative to the best compared isomer or geometry (same formula, charge and spin) comes out at 3.251 eV. The spin multiplicity is 1. The max |F| comes out at 2.52 eV/Å.

```
14
C5H7NO, DFT wB97M-V/def2-TZVPD
C -0.64 -0.58 0.24
H -1.66 -2.39 -0.48
H -0.45 -1.67 -1.67
N 2.41 -0.76 -1.02
C 0.29 0.54 -0.23
H -0.48 1.95 1.20
C 0.49 1.54 0.91
O -1.95 -0.28 0.07
H 0.93 1.04 1.77
H -0.17 1.05 -1.09
H 1.15 2.36 0.60
C 1.52 -0.11 -0.67
C -1.03 -1.56 -0.74
H -0.27 -1.06 1.14
```

Entry 6:
DFT (wB97M-V/def2-TZVPD) results for a single C5H7NO molecule.

Its total energy is -324.65970 hartree. For the LUMO energy, the calculation gives 0.423 eV. The energy relative to the best compared isomer or geometry (same formula, charge and spin) comes out at 1.762 eV. The spin multiplicity is 1. The max |F| comes out at 2.47 eV/Å.

```
14
C5H7NO, DFT wB97M-V/def2-TZVPD
H 0.29 1.26 1.66
C 0.07 0.02 -0.03
H 0.41 -2.09 0.92
C -0.21 -1.16 1.03
C 0.50 -0.18 -1.49
H -0.42 -0.30 -2.11
H 0.92 0.78 -1.82
H 1.15 -1.06 -1.66
H -1.24 -1.56 1.09
O 1.51 2.03 0.19
N -2.30 1.16 -0.35
H -0.10 -0.82 2.02
C -1.30 0.67 -0.12
C 0.71 1.26 0.66
```